{"formula": "C20H29F4N2O17P", "method": "ωB97M-V with the def2-TZVPD basis set", "symbols": ["C", "C", "N", "C", "C", "C", "C", "O", "C", "O", "C", "O", "O", "P", "N", "O", "H", "H", "H", "H", "H", "H", "H", "H", "H", "H", "H", "H", "H", "H", "H", "H", "H", "O", "C", "O", "C", "C", "F", "O", "H", "H", "H", "O", "C", "O", "C", "C", "F", "O", "H", "H", "H", "O", "C", "O", "C", "C", "F", "O", "H", "H", "H", "O", "C", "O", "C", "C", "F", "O", "H", "H", "H"], "coordinates": [[2.4813, -0.4072, 4.4597], [2.7164, -0.1463, 2.8910], [1.4949, 0.2026, 2.1103], [0.3028, -0.6004, 2.4907], [-0.7989, -0.7496, 1.3297], [-2.2407, -0.3606, 1.9567], [-2.6445, 1.1655, 1.5779], [-3.5559, 1.7262, 2.5719], [-3.1368, 3.0407, 2.9463], [-3.8195, 3.6090, 3.8232], [1.2263, 1.6428, 2.0789], [0.9103, 2.1948, 3.1718], [1.3536, 2.3973, 0.8724], [2.4443, 3.7354, 1.0353], [4.0048, 3.2185, 1.7106], [1.8733, 4.8616, 2.2070], [2.6015, -1.5387, 4.6366], [3.3304, 0.1431, 5.0152], [1.5137, 0.0142, 4.8783], [3.4149, 0.7693, 2.8193], [3.2701, -1.0299, 2.4106], [-0.1668, -0.1102, 3.4272], [0.6102, -1.6480, 2.8136], [-0.5373, -0.1191, 0.4179], [-0.8806, -1.8612, 1.0406], [-3.0769, -1.0232, 1.5192], [-2.2789, -0.5193, 3.0935], [-1.6645, 1.7466, 1.5141], [-3.1478, 1.0925, 0.5423], [-2.2038, 3.5422, 2.5179], [4.3970, 2.4565, 1.1390], [3.7868, 2.9074, 2.6705], [0.9904, 5.1968, 1.9250], [-0.2050, 5.8282, 0.1438], [0.2757, 6.4731, -0.7422], [-0.3341, 6.7007, -1.9377], [0.4943, 7.6089, -2.6508], [1.8302, 7.3880, -2.0152], [2.5626, 8.5268, -2.0130], [1.5007, 7.0613, -0.6806], [0.1233, 8.6276, -2.5086], [0.4977, 7.3826, -3.7178], [2.4116, 6.5750, -2.4596], [-2.0398, -3.0980, -0.7422], [-1.4694, -4.0930, -0.3990], [-1.6575, -5.3125, -0.9749], [-0.7131, -6.1937, -0.3833], [-0.4248, -5.5239, 0.9225], [0.8498, -5.7548, 1.3154], [-0.5595, -4.1484, 0.6188], [0.1694, -6.2646, -1.0250], [-1.1345, -7.1916, -0.2557], [-1.1150, -5.7915, 1.7277], [4.6611, 0.4027, -0.1282], [3.9519, -0.0768, -0.9648], [4.2750, -0.1561, -2.2858], [3.2417, -0.9018, -2.9134], [2.0933, -0.7069, -1.9749], [1.2833, -1.7936, -1.9641], [2.7217, -0.6018, -0.7141], [3.5467, -1.9489, -2.9945], [3.0329, -0.5190, -3.9132], [1.5024, 0.1934, -2.1672], [-5.2739, -7.1251, -5.2431], [-4.8528, -6.1067, -4.7820], [-4.0877, -6.0355, -3.6560], [-3.6855, -4.6787, -3.5218], [-4.7415, -3.9538, -4.2939], [-4.2411, -2.8352, -4.8720], [-5.0837, -4.8723, -5.3124], [-2.6877, -4.5518, -3.9509], [-3.6566, -4.3796, -2.4737], [-5.6323, -3.7022, -3.7112]], "mol_weight_g_mol": 676.41, "smiles": "CCN(CCCCOC=O)C(=O)OP(N)O.O=C1OC[C@@H](F)O1.O=C1OC[C@@H](F)O1.O=C1OC[C@@H](F)O1.O=C1OC[C@@H](F)O1", "homo_lumo_gap_ev": 8.96}